Record 1
ORCA calculation (ωB97M-V/def2-TZVPD) on a molecular structure, C29H21N5OS2Tc in a non-equilibrium geometry.

Structure (XYZ):
```
59
Properties=species:S:1:pos:R:3:forces:R:3:mulliken_charge:R:1
Tc 0.25739 -0.15420 0.09685 0.16 1.41 -2.27 -0.723
C -0.48859 4.29730 0.34652 -0.18 -0.02 0.23 -1.124
C -1.48847 4.31394 1.30961 0.31 -0.09 -0.22 -0.643
C -1.71034 3.16648 2.04812 0.10 -0.39 0.02 -0.856
C -1.00171 2.00742 1.73475 -0.14 0.83 -0.40 0.315
N -0.16639 1.96088 0.67591 -0.06 -0.16 0.49 0.777
C 0.14469 3.10003 0.06370 0.14 0.10 -0.16 -0.489
C -1.04750 0.78420 2.52795 -0.05 -0.29 0.18 0.704
C -1.49903 0.71732 3.83908 0.03 -0.26 -0.18 -1.144
C -1.40720 -0.48583 4.52515 0.04 0.09 -0.27 -0.961
C -0.86067 -1.58294 3.88623 0.04 0.09 -0.25 -0.955
C -0.39454 -1.45725 2.57876 -0.28 0.50 0.42 0.475
N -0.48308 -0.28025 1.91388 -0.55 -0.28 1.73 0.681
C 0.26061 -2.50724 1.82472 0.36 -0.58 -0.36 0.948
C 0.52048 -3.77772 2.34783 -0.12 0.35 -0.08 -1.003
C 1.20159 -4.70936 1.59503 0.05 0.26 -0.38 -0.524
C 1.59487 -4.34732 0.30913 -0.15 -0.13 0.43 -0.965
C 1.29373 -3.08744 -0.15506 0.09 0.04 -0.37 -0.002
N 0.64776 -2.15555 0.56463 -0.07 -0.68 0.63 0.761
H -0.22758 5.18613 -0.20363 0.05 0.05 -0.07 0.449
H -2.06450 5.20849 1.49218 0.00 0.06 0.08 0.460
H -2.43800 3.15707 2.84268 -0.07 -0.01 0.10 0.435
H 0.92128 3.04590 -0.68423 -0.08 -0.03 0.00 0.810
H -1.89468 1.59104 4.33028 -0.04 0.11 -0.04 0.443
H -1.74608 -0.56047 5.54585 -0.04 -0.01 0.09 0.464
H -0.79048 -2.52463 4.40313 0.05 -0.09 0.03 0.457
H 0.19307 -4.02386 3.34562 0.01 0.02 0.04 0.399
H 1.42802 -5.68702 1.98980 -0.01 -0.08 0.05 0.457
H 2.13179 -5.03518 -0.32374 0.03 -0.02 -0.09 0.478
H 1.58942 -2.81774 -1.15760 -0.02 0.11 0.07 0.328
S 4.64103 1.02606 0.05929 -0.44 -0.07 0.07 -0.251
C 4.02526 1.43650 1.60561 0.17 -0.09 -0.18 -0.602
C 2.73437 1.04612 1.78365 0.02 0.04 0.19 -0.787
C 2.17379 0.41125 0.65004 -0.02 -0.21 -0.47 0.846
C 3.10652 0.34695 -0.37253 0.13 0.17 0.76 0.005
C 2.73602 -0.24118 -1.62202 -0.18 -0.23 -0.43 1.088
C 3.60233 -0.55708 -2.67356 -0.15 0.10 0.05 -0.963
C 3.10737 -1.18674 -3.79419 -0.18 0.05 0.18 -0.594
C 1.74837 -1.48903 -3.85080 0.06 0.06 0.15 -0.866
C 0.94777 -1.12165 -2.79132 -0.18 -0.12 -0.26 -0.526
N 1.41127 -0.51292 -1.69486 0.68 -0.29 -0.19 0.794
H 4.65988 1.94488 2.30435 0.15 0.10 0.18 0.503
H 2.19764 1.22038 2.70190 -0.05 0.07 0.17 0.426
H 4.64675 -0.30602 -2.58490 0.14 0.00 0.00 0.483
H 3.75751 -1.45056 -4.61202 0.12 -0.02 -0.10 0.441
H 1.32090 -1.99405 -4.70049 -0.08 -0.02 -0.09 0.471
H -0.11460 -1.32502 -2.81159 -0.05 0.04 0.06 0.469
O -1.81044 -0.21344 -0.64474 0.66 -0.62 1.22 -0.449
N -2.52406 0.31524 -1.61369 -0.36 0.51 -1.12 0.238
C -3.84274 0.02095 -1.63308 -0.44 -0.21 0.04 -0.222
C -4.67202 0.45264 -2.63097 0.05 -0.04 0.12 -0.702
C -4.13680 1.20487 -3.68256 0.28 0.03 0.11 -0.192
C -2.80877 1.53124 -3.64340 -0.56 -0.16 -0.05 -0.931
C -1.98710 1.12783 -2.57519 0.60 0.24 0.20 0.538
S -0.39796 1.68878 -2.46890 0.11 -0.17 -0.02 -0.319
H -4.17612 -0.58847 -0.80579 0.07 0.01 -0.01 0.386
H -5.72145 0.21152 -2.60046 -0.06 -0.12 0.08 0.423
H -4.75949 1.53324 -4.49857 -0.09 0.04 -0.09 0.405
H -2.34106 2.12550 -4.41234 0.00 0.03 -0.01 0.438
```
Positions in Å, forces in eV/Å.

Values from the calculation:
HOMO (alpha / beta) in eV: -9.561 / -9.540
Orbital gap (alpha / beta) in eV: 6.0931 / 5.8769
Spin multiplicity: 3
Charge: +1

=====

Record 2
ORCA calculation (ωB97M-V/def2-TZVPD) on a molecular structure, C29H22BrF4HfNO5PS in a non-equilibrium geometry.

Structure (XYZ):
```
65
Properties=species:S:1:pos:R:3:forces:R:3:mulliken_charge:R:1
Hf 0.03241 0.03482 1.09160 -0.23 -0.14 -0.65 2.063
F -2.16688 -6.52013 -1.37360 -0.71 -1.47 -0.47 -0.214
C -1.80334 -5.30284 -1.47471 1.16 2.08 0.42 0.569
C -1.38616 -4.67074 -2.64006 -0.39 -0.42 1.12 0.157
F -1.39833 -5.24599 -3.80628 -0.13 -0.29 -0.22 -0.219
C -0.87729 -3.37549 -2.53716 0.20 -0.92 -1.55 0.710
F -0.44947 -2.90464 -3.69267 0.10 0.78 -0.33 -0.314
C -0.69333 -2.68162 -1.39267 -0.31 0.55 1.40 -0.503
P -0.09416 -0.97210 -1.43125 -0.87 -0.05 -0.07 0.745
C 1.53261 -1.04223 -2.17863 -0.26 -1.82 0.66 1.314
C 2.26818 -2.26041 -2.10050 -0.51 1.02 -0.63 -1.242
C 3.53752 -2.30579 -2.62588 1.41 0.55 -0.09 -0.637
C 4.18868 -1.09639 -3.06858 -2.83 -2.41 1.25 -0.974
C 3.42551 0.04487 -3.05783 1.96 0.39 -0.63 -0.792
C 2.13120 0.07809 -2.64516 -0.58 0.43 -0.13 -0.618
C -1.46867 0.03282 -2.19646 1.53 0.18 0.55 0.966
C -2.66055 -0.09165 -1.52509 -0.98 -1.31 1.13 -0.799
C -3.74528 0.59269 -1.94215 -1.82 2.16 -0.53 -0.444
C -3.72553 1.61737 -2.93058 0.82 -1.96 -0.69 -0.746
C -2.53600 1.70059 -3.67825 0.84 -0.58 1.58 -0.635
C -1.38819 0.98745 -3.19450 0.80 -0.25 -1.60 -0.170
C -1.09666 -3.34751 -0.21636 -0.33 0.15 -0.19 0.031
Br -0.94908 -2.47647 1.49367 -0.19 -0.43 -0.01 -0.117
C -1.67053 -4.59939 -0.23997 0.50 0.37 -1.73 0.401
F -2.05470 -5.25076 0.80366 -0.29 -0.29 1.51 -0.290
H 1.79549 -3.13470 -1.71121 -0.09 -0.52 0.15 0.528
H 4.10547 -3.25724 -2.65916 -0.51 0.73 0.11 0.396
H 5.18028 -1.22216 -3.36459 1.44 0.49 -0.64 0.546
H 3.87590 0.94582 -3.40158 0.27 0.66 -0.32 0.620
H 1.57285 0.97656 -2.73456 -0.34 0.82 -0.04 0.307
H -2.95111 -0.77824 -0.71236 1.00 -0.17 -0.37 0.252
H -4.69017 0.34121 -1.47378 -0.03 0.30 0.03 0.430
H -4.67593 2.06150 -3.21902 0.41 0.22 -0.04 0.516
H -2.38263 2.23287 -4.60132 -0.35 0.49 0.03 0.477
H -0.39753 1.02418 -3.72307 -1.30 0.31 0.20 0.359
O 4.11599 0.28391 0.78313 1.12 -0.56 0.20 -0.405
C 2.99027 0.56015 0.67519 -1.13 0.68 -0.70 0.080
O 1.91060 -0.27015 0.87167 0.55 -0.41 0.68 -0.661
C 2.41191 1.87202 0.19334 -0.41 -0.63 2.71 0.368
C 2.95775 2.64923 -0.76771 -1.15 1.40 -0.32 -0.506
C 2.18342 3.75265 -1.21763 2.00 0.11 -2.16 -0.687
C 0.86179 3.96120 -0.86966 -0.46 0.13 1.76 -0.705
C 0.40271 3.14827 0.18833 -0.43 0.23 -0.64 0.292
C 1.21569 2.23550 0.84316 0.08 -0.18 -0.98 -0.750
N -1.02754 2.93544 0.47011 -1.06 -0.79 0.95 0.992
O -1.27105 1.75797 1.06645 0.15 1.18 -0.87 -0.650
O -1.93744 3.63290 0.19825 1.23 -0.26 -0.03 -0.389
H 3.94349 2.39781 -1.09276 0.43 0.14 -0.60 0.704
H 2.67623 4.33835 -2.05258 -0.92 -0.33 1.23 0.416
H 0.26419 4.83052 -1.16385 0.13 -0.59 -0.54 0.573
H 0.89441 1.88728 1.85202 0.68 0.38 -0.50 1.225
O -0.02963 0.03398 3.08613 -0.14 0.77 -0.23 -0.595
S 0.03880 -0.53641 4.53677 -0.33 -1.14 1.84 0.325
C -1.67640 -0.36736 5.16130 -0.10 -0.49 -1.05 -0.322
C -1.93481 1.09640 5.55355 1.59 0.02 0.91 -0.694
C -0.54958 1.83362 5.61404 0.44 -1.75 1.40 -0.467
C 0.59386 0.75383 5.65295 0.31 1.46 -0.98 -0.666
H -1.79250 -1.22255 5.86737 -0.06 0.91 -0.19 0.527
H -2.27350 -0.56107 4.26210 -0.02 -0.54 0.27 0.216
H -2.30954 1.16892 6.57433 -0.73 -0.14 -0.38 0.331
H -2.55446 1.55659 4.78078 -0.19 0.04 0.61 0.302
H -0.45224 2.48816 6.52392 -0.08 -0.23 -1.41 0.453
H -0.39612 2.23721 4.65443 0.14 1.68 -0.77 0.115
H 0.76923 0.27054 6.60360 -0.18 -0.42 0.33 0.484
H 1.58987 1.14074 5.31135 -0.85 -0.31 0.24 0.421
```
Positions in Å, forces in eV/Å.

Values from the calculation:
HOMO in eV: -16.955
Orbital gap in eV: 5.7339
Charge: +3

=====

Record 3
ORCA calculation (ωB97M-V/def2-TZVPD) on a molecular structure, C29H22BrIrN3O6Te in a non-equilibrium geometry.

Structure (XYZ):
```
63
Properties=species:S:1:pos:R:3:forces:R:3:mulliken_charge:R:1
Ir -0.56467 -1.31724 -0.32132 0.24 3.63 -0.34 1.560
O 1.79739 -1.54077 -4.11364 -0.04 0.15 -0.05 -0.728
C 2.72337 -0.60558 -3.78547 -0.05 0.11 -0.02 0.481
C 3.87342 -0.57722 -4.57101 0.08 -0.07 -0.05 -0.606
C 4.86919 0.34915 -4.33916 -0.06 0.02 0.05 -0.454
C 4.74343 1.25047 -3.28918 0.04 0.06 0.02 -0.819
C 3.60105 1.22984 -2.51201 -0.06 -0.04 -0.02 -0.864
C 2.56727 0.32236 -2.74600 -0.07 -0.28 -0.04 0.589
C 1.27224 0.42239 -1.95166 -0.17 0.69 0.00 1.267
O 0.54614 -0.75354 -1.94783 -0.78 -0.62 -0.38 -1.207
N 1.55446 0.79135 -0.56540 0.74 -0.43 0.00 -0.178
N 0.59764 0.42779 0.30609 0.05 -1.11 0.26 -0.425
C 0.40434 1.10795 1.37286 0.07 -0.01 0.21 -0.472
C -0.54223 0.75015 2.40637 0.04 -0.11 -0.14 0.524
Br -1.02477 -1.08011 2.44853 -0.22 -0.58 0.10 -0.121
C -1.04706 1.55943 3.33855 0.05 0.25 0.10 -1.021
C -0.85530 3.01271 3.42023 0.04 -0.01 0.00 0.587
C -0.75933 3.82698 2.29046 0.02 -0.01 -0.05 0.178
C -0.57146 5.19322 2.42204 0.09 0.03 0.03 -0.848
C -0.45861 5.76238 3.68242 -0.06 -0.06 0.00 -0.411
C -0.59776 4.96792 4.81360 0.03 0.03 -0.03 -0.585
C -0.80956 3.60698 4.68279 0.04 -0.01 0.06 -0.590
H 1.02900 -1.42162 -3.52883 0.00 -0.06 0.02 0.386
H 3.95145 -1.29923 -5.37354 -0.02 0.02 -0.01 0.447
H 5.73554 0.38531 -4.98616 0.03 -0.07 0.04 0.389
H 5.52364 1.96978 -3.08085 -0.01 0.01 -0.03 0.402
H 3.52042 1.95481 -1.71062 -0.01 0.02 -0.02 0.198
H 0.67894 1.24220 -2.39389 -0.16 -0.15 -0.09 0.051
H 2.00469 1.68116 -0.40647 -0.20 0.10 0.12 0.406
H 0.99257 2.00485 1.55284 -0.04 0.05 -0.12 0.694
H -1.63695 1.11762 4.13415 -0.07 -0.03 -0.08 0.432
H -0.87748 3.39742 1.30411 -0.08 0.01 0.02 0.195
H -0.52466 5.81936 1.54100 0.01 -0.03 -0.01 0.417
H -0.28507 6.82536 3.78344 -0.06 0.01 0.00 0.389
H -0.55073 5.41555 5.79730 0.02 -0.02 0.01 0.386
H -0.92285 2.99089 5.56693 -0.01 0.00 -0.01 0.422
O -6.56131 2.33744 -0.16602 -0.03 0.31 0.12 -0.695
C -5.46145 2.87114 0.01822 0.48 -0.35 -0.02 0.425
O -5.07621 4.00883 0.33884 -0.32 -0.03 -0.04 -0.707
C -4.26093 1.88153 -0.20224 -0.44 0.30 0.09 0.241
C -2.97863 2.39047 -0.38251 0.09 -0.27 -0.12 -0.794
C -1.93213 1.52076 -0.57814 -0.04 -0.01 -0.18 -0.076
N -2.10951 0.19107 -0.56277 0.93 -0.47 0.44 -0.278
C -3.34310 -0.30114 -0.40964 -0.30 0.16 -0.04 0.417
C -4.45089 0.50467 -0.23840 0.42 0.03 -0.14 -0.689
C -3.42913 -1.79066 -0.44173 0.03 0.47 -0.02 0.410
O -4.47599 -2.36633 -0.53031 0.14 -0.32 0.12 -0.606
O -2.24422 -2.37561 -0.33335 0.59 -1.70 -0.38 -0.745
H -2.82197 3.46064 -0.36345 -0.14 0.02 -0.01 0.525
H -0.92983 1.87807 -0.76526 -0.05 0.01 -0.02 0.568
H -5.42978 0.06018 -0.13160 -0.07 0.11 -0.04 0.597
Te 1.40740 -3.04595 -0.94753 -0.49 0.20 0.57 0.527
C 1.29991 -5.00401 -0.25410 -0.22 0.00 0.18 0.379
C 2.11480 -5.94106 -0.89213 0.02 0.01 -0.02 -0.495
C 2.09944 -7.26415 -0.48186 0.00 -0.01 0.05 -0.615
C 1.27818 -7.65471 0.56832 0.01 0.06 -0.01 -0.428
C 0.46585 -6.72418 1.20635 0.03 -0.04 0.00 -0.587
C 0.46775 -5.40284 0.79354 -0.02 0.06 0.01 -0.211
H 2.75421 -5.63323 -1.71135 0.02 -0.03 0.01 0.319
H 2.73187 -7.99041 -0.97468 -0.01 0.01 -0.02 0.369
H 1.27003 -8.68726 0.89158 0.00 0.00 0.00 0.371
H -0.16749 -7.03258 2.02750 -0.03 0.01 -0.02 0.384
H -0.17463 -4.68075 1.28199 -0.02 0.00 -0.03 0.321
```
Positions in Å, forces in eV/Å.

Values from the calculation:
HOMO (alpha / beta) in eV: -7.751 / -7.751
Orbital gap (alpha / beta) in eV: 6.0025 / 4.6410
Spin multiplicity: 2

=====

Record 4
ORCA calculation (ωB97M-V/def2-TZVPD) on a molecular structure, C29H22BrN3NiO2.

Structure (XYZ):
```
58
Properties=species:S:1:pos:R:3:forces:R:3:mulliken_charge:R:1
Ni -1.51362 -0.55201 -0.54020 -0.07 0.02 0.63 -0.032
C -1.21180 4.86170 -1.30730 -0.01 -0.02 0.06 -1.346
C -1.34467 3.76878 -0.28004 0.00 0.03 -0.09 0.600
C -1.39473 4.01947 1.08479 0.02 0.08 0.10 -0.327
C -1.51782 2.97611 1.98288 -0.01 0.08 0.03 -0.649
C -1.58617 1.68416 1.48860 0.03 0.18 0.09 0.102
Br -1.76726 0.26250 2.69988 0.02 -0.13 -0.11 -0.039
N -1.52506 1.42031 0.19361 0.16 -0.08 -0.22 0.335
C -1.41560 2.44167 -0.66253 0.03 -0.12 -0.18 -0.574
H -1.19834 5.84133 -0.83143 0.00 -0.02 0.00 0.362
H -2.04296 4.84225 -2.01364 0.01 -0.02 0.02 0.336
H -0.28909 4.75492 -1.87984 -0.02 -0.02 0.02 0.317
H -1.33469 5.03883 1.44968 -0.01 -0.04 0.00 0.356
H -1.55577 3.14539 3.04884 -0.02 0.00 -0.02 0.427
H -1.37737 2.16750 -1.71178 0.00 -0.02 0.02 0.507
O -0.15604 -0.78452 -2.14355 0.35 0.11 0.29 -0.726
C 0.77147 -0.91199 -1.29250 -0.68 0.11 -0.26 0.327
N 2.08562 -1.04539 -1.50650 0.13 -0.03 0.13 0.187
C 2.80096 -1.09286 -0.23296 -0.05 0.01 -0.04 2.540
C 1.58650 -0.94771 0.75589 -0.27 -0.04 -0.28 0.114
O 1.69739 -0.89855 1.95580 -0.11 0.00 0.15 -0.619
N 0.43078 -0.88880 0.01544 0.55 -0.04 0.03 -0.172
C 3.53623 -2.42299 -0.02562 -0.03 0.07 -0.04 -0.284
C 3.80461 -2.89716 1.25414 0.05 -0.02 0.06 -0.085
C 4.52632 -4.07105 1.42775 -0.02 0.02 -0.03 -0.881
C 4.99384 -4.78226 0.33106 -0.04 0.06 -0.02 -0.375
C 4.73191 -4.31068 -0.94743 -0.02 0.03 0.07 -0.867
C 4.00740 -3.13903 -1.12093 0.02 -0.03 -0.03 -0.266
C 3.78783 0.07173 -0.07919 -0.04 -0.06 -0.08 -0.233
C 4.17206 0.51829 1.18139 0.06 0.00 0.07 -0.092
C 5.11115 1.53351 1.30797 -0.02 -0.02 -0.03 -0.873
C 5.68442 2.11217 0.18333 -0.05 -0.05 -0.01 -0.390
C 5.30978 1.66595 -1.07584 -0.03 -0.02 0.07 -0.852
C 4.36781 0.65335 -1.20226 0.01 0.03 -0.02 -0.228
H 2.48110 -1.08256 -2.42658 0.01 0.01 -0.02 0.280
H 3.43727 -2.35199 2.11473 0.03 -0.06 -0.06 0.351
H 4.72141 -4.43086 2.43036 -0.01 0.00 -0.02 0.385
H 5.55581 -5.69699 0.47053 -0.01 0.02 0.00 0.388
H 5.08876 -4.85393 -1.81347 -0.01 0.01 0.01 0.380
H 3.81367 -2.79636 -2.12990 0.00 0.00 0.02 0.227
H 3.72593 0.07596 2.06327 0.05 0.05 -0.07 0.334
H 5.39614 1.87167 2.29658 -0.01 0.00 -0.02 0.387
H 6.41801 2.90162 0.28651 -0.01 -0.01 0.01 0.389
H 5.74937 2.10309 -1.96381 -0.01 -0.01 0.02 0.382
H 4.09474 0.32771 -2.19791 -0.01 -0.01 0.01 0.236
C -3.43412 -0.77272 -0.46881 0.38 -0.06 -0.35 -0.896
C -4.64032 -0.81343 -0.36314 -0.79 0.02 0.18 0.128
C -6.07605 -0.83921 -0.18860 0.37 -0.06 -0.07 0.683
C -6.80819 0.34783 -0.15584 -0.05 0.11 0.01 -0.445
C -8.18411 0.32524 0.01915 0.07 0.00 -0.01 -0.415
C -8.85067 -0.88350 0.16497 0.03 0.00 0.00 -0.457
C -8.13075 -2.07001 0.13504 0.08 0.00 -0.01 -0.409
C -6.75476 -2.04995 -0.04191 -0.05 -0.07 0.01 -0.461
H -6.28341 1.28843 -0.26761 -0.02 -0.02 0.00 0.416
H -8.73815 1.25501 0.04407 0.01 0.00 -0.01 0.368
H -9.92453 -0.90083 0.30121 0.01 0.00 0.00 0.369
H -8.64314 -3.01649 0.25090 0.01 -0.01 -0.01 0.372
H -6.18911 -2.97266 -0.06724 -0.02 0.02 0.00 0.410
```
Positions in Å, forces in eV/Å.

Values from the calculation:
HOMO (alpha / beta) in eV: -8.039 / -8.085
Orbital gap (alpha / beta) in eV: 8.2125 / 7.9839
Spin multiplicity: 3

=====

| no. | molecular weight (g mol⁻¹) | energy (Eh) |
| --- | --- | --- |
| 1 | 617.66 | -2343.70851 |
| 2 | 861.92 | -5309.20365 |
| 3 | 908.23 | -4680.26045 |
| 4 | 583.11 | -5515.37173 |